DFT (the ωB97M-V functional and the def2-TZVPD basis) results for a cluster of 2 separate species, C4H9FN in total at a distorted geometry.

Last column: natural (NBO) charge in e.
Geometry (Å):
C: 3.366 1.014 0.128  -0.600
C: 2.585 0.004 0.027  0.511
C: -2.621 -0.564 -0.140  -0.426
C: -0.385 0.456 -0.199  -0.204
N: -1.194 -0.652 0.281  -0.543
F: 2.499 -1.279 -0.020  -0.280
H: 4.448 0.910 0.197  0.257
H: 2.995 2.027 0.157  0.261
H: -3.012 0.421 0.116  0.241
H: -2.688 -0.695 -1.220  0.240
H: -3.218 -1.329 0.353  0.245
H: -0.494 1.369 0.355  0.205
H: -0.332 0.534 -1.270  0.205
H: -1.149 -0.681 1.306  0.444
H: -0.801 -1.535 -0.072  0.445

Values from the calculation:
Energy relative to the best compared isomer or geometry (same formula, charge and spin) ... 5.4238 eV
Total charge ... +1
Molar mass ... 90.1 g mol⁻¹
LUMO (alpha / beta) ... -0.18592 / -0.13575 Ha
Total energy ... -311.9772 Ha

DFT (the ωB97M-V functional and the def2-TZVPD basis) results for a structure of composition C21H30AgN6O3.

Last column: natural (NBO) charge in e.
Geometry (Å):
Ag: -0.128 -0.514 0.055  0.877
C: -4.341 1.545 0.131  -0.677
C: -2.830 1.378 0.038  0.478
O: -2.414 0.208 0.297  -0.803
C: -2.103 2.506 -0.345  -0.532
C: -0.687 2.660 -0.632  0.256
C: -0.273 4.028 -1.124  -0.666
N: 0.190 1.720 -0.495  -0.452
N: 1.504 2.094 -0.815  -0.512
C: 2.304 1.055 -0.879  0.533
O: 2.074 -0.181 -0.733  -0.811
C: 3.755 1.425 -1.177  -0.008
C: 4.189 2.745 -1.274  -0.208
C: 5.521 3.034 -1.535  -0.240
C: 6.443 2.005 -1.703  -0.244
C: 6.017 0.687 -1.609  -0.235
C: 4.679 0.402 -1.346  -0.216
H: -4.704 0.967 0.982  0.202
H: -4.798 1.126 -0.771  0.202
H: -4.659 2.585 0.223  0.193
H: -2.692 3.403 -0.488  0.178
H: -1.152 4.661 -1.242  0.192
H: 0.264 3.953 -2.070  0.227
H: 0.428 4.504 -0.435  0.215
H: 3.452 3.528 -1.148  0.232
H: 5.835 4.070 -1.606  0.194
H: 7.484 2.231 -1.907  0.193
H: 6.721 -0.127 -1.739  0.194
H: 4.313 -0.612 -1.257  0.236
C: 1.413 2.481 4.435  -0.395
N: 0.885 1.207 3.993  -0.352
C: 0.793 0.041 4.722  -0.123
C: 0.314 -0.895 3.854  -0.090
N: 0.113 -0.335 2.614  -0.495
C: 0.469 0.919 2.737  0.193
H: 0.984 2.748 5.400  0.197
H: 1.131 3.242 3.712  0.224
H: 2.499 2.458 4.514  0.201
H: 1.070 -0.005 5.761  0.202
H: 0.107 -1.935 4.048  0.201
H: 0.445 1.655 1.941  0.238
C: 0.450 -5.144 -1.009  -0.406
N: -0.812 -5.095 -0.290  -0.464
C: -1.383 -6.369 0.097  -0.404
C: -1.123 -3.915 0.345  0.797
O: -0.295 -3.012 0.438  -0.680
N: -2.382 -3.797 0.884  -0.466
C: -2.622 -2.615 1.716  -0.431
C: -3.545 -4.307 0.182  -0.405
H: 1.191 -5.730 -0.456  0.176
H: 0.830 -4.137 -1.139  0.260
H: 0.304 -5.610 -1.986  0.182
H: -0.651 -7.142 -0.135  0.200
H: -2.303 -6.624 -0.429  0.186
H: -1.578 -6.404 1.173  0.203
H: -1.699 -2.276 2.173  0.243
H: -3.342 -2.881 2.493  0.173
H: -2.997 -1.772 1.135  0.248
H: -3.753 -5.360 0.367  0.180
H: -3.465 -4.154 -0.900  0.198
H: -4.408 -3.741 0.528  0.213

Values from the calculation:
Energy relative to the best compared isomer or geometry (same formula, charge and spin) ... 0.3418 eV
Total charge ... -1
Molar mass ... 522.4 g mol⁻¹
LUMO ... 0.09545 Ha
Total energy ... -1519.4727 Ha

DFT (the ωB97M-V functional and the def2-TZVPD basis) results for a cluster of 2 separate species, C2H8NO3 in total.

Last column: natural (NBO) charge in e.
Geometry (Å):
O: -0.146 0.434 -1.048  -0.598
C: 0.142 -0.129 -0.021  0.772
O: -0.352 0.057 1.169  -0.657
C: 1.197 -1.222 -0.028  -0.334
N: 1.676 -1.336 -1.442  -0.664
H: -1.019 0.811 1.177  0.538
H: 2.035 -0.965 0.615  0.260
H: 0.790 -2.184 0.271  0.259
H: 2.441 -2.003 -1.546  0.447
H: 0.903 -1.608 -2.056  0.457
H: 1.961 -0.417 -1.793  0.461
H: -2.965 1.957 0.841  0.505
H: -2.263 2.499 2.102  0.506
O: -2.116 1.992 1.295  -0.951

Values from the calculation:
Energy relative to the best compared isomer or geometry (same formula, charge and spin) ... 0.0000 eV
Total charge ... +1
Molar mass ... 94.1 g mol⁻¹
LUMO ... -0.13352 Ha
Total energy ... -361.2632 Ha

- molar mass of number 2 (C21H30AgN6O3)?
  522.4 g mol⁻¹